Molecular formula: C2H4N4S
Method: DFT, wB97M-V/def2-TZVPD

Bonds (Å) are listed after each position.
Atoms and positions in Å:
1 H 1.530 -1.182 -0.817  N8 1.095
2 H 3.452 1.067 -0.698  S10 1.434
3 N -0.427 1.025 0.393  C4 1.280, N5 1.347
4 C -1.633 0.632 0.568  N3 1.280, C9 1.390, H11 1.048
5 N 0.187 -0.038 -0.162  N3 1.347, N7 1.350, N8 1.409
6 H -2.687 -1.206 0.042  C9 1.063
7 N -0.602 -1.129 -0.271  N5 1.350, C9 1.311
8 N 1.522 -0.108 -0.605  H1 1.095, N5 1.409, S10 1.719
9 C -1.775 -0.663 0.083  C4 1.390, H6 1.063, N7 1.311
10 S 2.808 0.418 0.407  H2 1.434, N8 1.719
11 H -2.374 1.185 1.061  C4 1.048

## Properties
- Orbital gap: 0.353 Ha
- LUMO energy: 0.7 eV
- E_tot: -695.71768 a.u.
- Spin multiplicity: 1
- Highest occupied orbital energy: -0.327 hartree
- SMILES: SNn1nccn1

***

Molecular formula: C2H4N4S2
Method: DFT, wB97M-V/def2-TZVPD

Bonds (Å) are listed after each position.
Atoms and positions in Å:
1 N -0.962 0.780 -0.213  S2 1.692, N10 1.345, C11 1.326
2 S -2.135 1.990 -0.060  N1 1.692, H9 1.338
3 N 2.410 0.004 -0.049  C5 1.431, H7 1.027, H12 1.116
4 H 0.430 -1.996 -0.052  N8 1.110
5 C 0.983 0.086 -0.111  N3 1.431, N8 1.320, N10 1.294
6 S -2.566 -1.545 -0.030  C11 1.715
7 H 2.885 0.818 0.360  N3 1.027
8 N 0.161 -0.938 -0.250  H4 1.110, C5 1.320, C11 1.422
9 H -3.082 1.099 0.254  S2 1.338
10 N 0.313 1.194 -0.098  N1 1.345, C5 1.294
11 C -1.193 -0.522 -0.123  N1 1.326, S6 1.715, N8 1.422
12 H 2.755 -0.970 0.373  N3 1.116

## Properties
- Orbital gap: 0.305 Ha
- LUMO energy: 0.3 eV
- E_tot: -1093.97018 a.u.
- Spin multiplicity: 1
- Highest occupied orbital energy: -0.294 hartree
- SMILES: Nc1nn(S)c(=S)[nH]1

***

Molecular formula: C2H4N5
Method: DFT, wB97M-V/def2-TZVPD

Bonds (Å) are listed after each position.
Atoms and positions in Å:
1 H -0.429 -0.189 -1.587  N10 0.988
2 N 2.798 -2.121 -0.058  C9 1.120
3 N 0.223 -0.001 1.198  H4 1.046, H8 0.953, N11 1.400
4 H -0.105 0.857 1.699  N3 1.046
5 H 0.637 1.091 -1.836  N10 1.024
6 N 1.931 2.562 0.160  C7 1.149
7 C 1.503 1.497 0.108  N6 1.149, N11 1.326
8 H -0.525 -0.589 1.148  N3 0.953
9 C 2.091 -1.263 -0.200  N2 1.120
10 N 0.071 0.555 -1.171  H1 0.988, H5 1.024, N11 1.392
11 N 0.821 0.367 -0.014  N3 1.400, C7 1.326, N10 1.392

## Properties
- Orbital gap (alpha / beta): 0.428 / 0.246 Ha
- Charge: +1
- LUMO energy (alpha / beta): -4.0 / -10.3 eV
- E_tot: -351.75793 a.u.
- Spin multiplicity: 3
- Highest occupied orbital energy (alpha / beta): -0.574 / -0.624 hartree

***

Molecular formula: C2H4N6
Method: DFT, wB97M-V/def2-TZVPD

Bonds (Å) are listed after each position.
Atoms and positions in Å:
1 N -0.505 -0.341 1.243  H4 0.988, N9 1.391, N10 1.391
2 H 0.801 1.764 1.362  C5 1.095
3 C -0.730 -0.929 -0.922  N7 1.243, N9 1.490, N12 1.446
4 H -0.114 -0.835 2.003  N1 0.988
5 C 1.286 1.591 0.396  H2 1.095, N6 1.375, H8 1.151
6 N 1.120 0.470 -0.381  C5 1.375, N9 1.465
7 N -0.646 -0.988 -2.160  C3 1.243, H11 1.000
8 H 2.028 2.322 -0.094  C5 1.151
9 N 0.280 -0.617 0.128  N1 1.391, C3 1.490, N6 1.465
10 N -1.830 -0.666 0.972  N1 1.391, N12 1.284
11 H 0.326 -0.792 -2.287  N7 1.000
12 N -2.015 -0.980 -0.260  C3 1.446, N10 1.284

## Properties
- Orbital gap: 0.346 Ha
- LUMO energy: -0.2 eV
- E_tot: -406.98720 a.u.
- Spin multiplicity: 1
- Highest occupied orbital energy: -0.355 hartree
- SMILES: [H]/N=c1/nn[nH]n1N=C